# 1
Here is 2 unconnected molecules or ions with the total composition C12H17N in a non-equilibrium geometry from the OMol25 dataset. Energies are from ωB97M-V/def2-TZVPD.

Last column: Löwdin charge in e.
CARTESIAN COORDINATES (ANGSTROEM)
N -2.10166 1.66088 0.03498  0.069
C -0.92312 -0.18587 0.64066  -0.142
C -0.54585 1.80956 1.99127  -0.026
C -1.84431 -1.82912 -1.17861  -0.047
C 2.39174 -0.05963 -3.12872  -0.125
C -2.44339 0.61005 -0.81471  -0.062
C 3.55904 -1.16709 -1.10631  -0.117
C -1.23867 1.13696 0.98214  -0.224
C 0.62101 -0.26556 2.46286  -0.092
C 2.29419 -0.50846 -1.67341  -0.323
C -0.01846 -0.89922 1.41647  -0.034
C 0.33158 1.07247 2.75237  -0.105
C -1.78677 -0.51562 -0.47322  -0.234
H -0.75313 2.86039 2.15403  0.108
H -1.81660 -2.64797 -0.45657  0.079
H -2.73249 2.38021 0.34933  0.146
H 4.17630 -1.71678 -1.81211  0.068
H 0.26480 -1.87169 1.11285  0.098
H 4.14232 -0.43218 -0.54699  0.067
H -0.99049 -1.97499 -1.84378  0.069
H 1.59616 0.62628 -3.39298  0.061
H -3.20929 0.79585 -1.55221  0.120
H 3.36449 0.40135 -3.31131  0.070
H 0.85388 1.59211 3.54651  0.098
H 2.30449 -0.90986 -3.81165  0.069
H 1.29353 -0.78716 3.13168  0.098
H 3.23473 -1.86987 -0.33168  0.060
H 1.98625 0.35932 -1.08896  0.097
H 1.49493 -1.24605 -1.55285  0.079
H -2.73164 -1.93442 -1.80315  0.076

Values from the calculation:
Strongest force on any atom (hartree/bohr): 0.024
Gap between HOMO and LUMO (eV): 8.91
SMILES: Cc1c[nH]c2ccccc12.CCC
HOMO energy (eV): -8.0
Spin multiplicity: 1
Lowest unoccupied orbital energy (eV): 0.93
ΔE to the lowest compared entry with this formula, charge and spin (kcal/mol): 9.45



# 2
Here is 2 unconnected molecules or ions with the total composition C12H17N in a non-equilibrium geometry from the OMol25 dataset. Energies are from ωB97M-V/def2-TZVPD.

Last column: Löwdin charge in e.
CARTESIAN COORDINATES (ANGSTROEM)
N 0.46532 -2.78233 1.76364  0.069
C 1.38523 3.05597 -1.61317  -0.194
C -1.37603 -2.12975 -2.02671  -0.099
C -2.11422 -1.88699 -0.68556  -0.191
C 1.47897 -0.72566 2.70259  -0.024
C -0.36405 -0.86091 1.01521  -0.135
C -0.00671 3.53138 -1.85039  -0.178
C 0.71913 1.25618 1.56216  -0.117
C -0.53046 -3.07186 0.85040  -0.038
C -1.13026 -1.89199 0.45334  -0.205
C 1.47742 0.63538 2.55786  -0.106
C -0.22600 0.55175 0.83378  -0.016
C 0.58647 -1.41975 1.88820  -0.217
H 0.03672 4.29037 -2.64144  0.066
H -0.26717 4.10552 -0.95026  0.065
H -0.37417 -1.71578 -1.92224  0.074
H -1.88454 -1.66895 -2.88151  0.064
H -0.80016 2.81049 -2.01577  0.060
H -1.30322 -3.17139 -2.34283  0.065
H -0.98242 1.10701 0.29047  0.104
H -0.56903 -4.10152 0.54116  0.123
H 1.88599 2.68119 -2.50096  0.061
H 1.43969 2.20228 -0.91717  0.041
H 0.72088 2.32722 1.40951  0.095
H 2.08535 -1.21996 3.44936  0.109
H -2.54845 -0.88281 -0.74217  0.102
H 0.95006 -3.47432 2.30750  0.149
H 2.12379 1.29769 3.12474  0.101
H -2.93339 -2.59298 -0.56926  0.103
H 2.05525 3.74457 -1.09048  0.071

Values from the calculation:
Strongest force on any atom (hartree/bohr): 0.056
Gap between HOMO and LUMO (eV): 8.71
SMILES: CCc1c[nH]c2ccccc12.CC
HOMO energy (eV): -7.7
Spin multiplicity: 1
Lowest unoccupied orbital energy (eV): 0.96
ΔE to the lowest compared entry with this formula, charge and spin (kcal/mol): 19.91



# 3
Here is 2 unconnected molecules or ions with the total composition C12H17N2 in a non-equilibrium geometry from the OMol25 dataset. Energies are from ωB97M-V/def2-TZVPD.

Last column: Löwdin charge in e.
CARTESIAN COORDINATES (ANGSTROEM)
N -0.53835 0.57769 -0.85024  -0.292
N 4.11703 1.37351 -2.17043  -0.034
C 0.01138 -0.75507 1.60087  -0.194
C 1.08849 -0.21509 0.74566  0.029
C -1.21178 1.75610 -0.14314  0.043
C 0.80218 0.45989 -0.41014  -0.097
C -0.85883 0.80662 -2.36053  0.057
C 0.10644 -0.97189 2.93131  -0.018
C -1.13307 -1.13842 0.91076  -0.179
C -0.92231 -1.63038 3.59519  -0.027
C -1.18210 -0.73202 -0.54754  -0.072
C -2.04415 -2.02687 2.87855  -0.024
C 3.02199 0.73832 -2.48584  -0.064
C -2.01606 -1.93850 1.48887  -0.026
H -0.81969 -1.48355 4.63411  0.103
H 5.12133 1.33276 -2.53257  0.139
H 2.05451 -0.56378 0.84889  0.099
H -0.65112 -0.19398 -2.81096  0.114
H -2.95537 -2.13725 0.93515  0.139
H 1.01342 -0.61008 3.30745  0.111
H -0.86623 2.69093 -0.56665  0.110
H -0.85195 1.84506 0.91847  0.133
H -2.91338 -2.24446 3.38660  0.091
H -0.74874 -1.40379 -1.28162  0.140
H -2.23332 1.66779 -0.19343  0.077
H -1.89870 1.16947 -2.40981  0.114
H -0.05884 1.51773 -2.70001  0.117
H 3.99185 2.07271 -1.30013  0.159
H 1.79215 0.62836 -1.08513  0.071
H -2.21802 -0.76183 -0.89574  0.144
H 3.00124 0.17002 -3.43798  0.036

Values from the calculation:
Strongest force on any atom (hartree/bohr): 0.103
Gap between HOMO and LUMO (eV): 8.81
HOMO energy (eV): -11.5
Spin multiplicity: 1
Lowest unoccupied orbital energy (eV): -2.65
Total charge: +1
ΔE to the lowest compared entry with this formula, charge and spin (kcal/mol): 112.94



# 4
Here is a gas-phase ion, C12H17N2O (charge +1) in a non-equilibrium geometry from the OMol25 dataset. Energies are from ωB97M-V/def2-TZVPD.

Last column: Löwdin charge in e.
CARTESIAN COORDINATES (ANGSTROEM)
O -3.07286 -1.71533 0.55816  0.087
N -0.96697 -2.30541 -1.37990  0.273
N -2.04033 -0.92534 0.24185  -0.144
C 2.62326 -1.44532 0.95162  -0.057
C -1.12293 1.18465 0.03833  -0.437
C -2.09997 1.85817 -0.87767  -0.039
C -0.27704 0.15444 -0.78251  -0.065
C -1.82077 0.19977 1.06155  -0.065
C -0.34675 2.20852 0.92802  0.001
C 1.29018 -1.09127 0.65938  -0.032
C 3.59287 0.09111 -0.59188  -0.033
C 3.74085 -0.93029 0.34322  -0.055
C 1.14116 -0.19447 -0.35445  -0.237
C -1.16883 -1.23321 -0.65150  -0.187
C 2.28320 0.35617 -0.95263  -0.034
H 0.85057 2.01607 0.85132  0.143
H -2.76179 0.55073 1.47443  0.153
H -2.67961 2.63736 -0.35324  0.100
H 4.73435 -1.31749 0.54501  0.118
H -0.56808 1.93041 1.92571  0.049
H 4.32014 0.62642 -1.10579  0.097
H -3.10471 -1.77829 1.58974  0.195
H -1.63440 2.33964 -1.79691  0.119
H -1.59204 -3.05949 -1.70367  0.174
H -0.10513 -2.26463 -1.72742  0.073
H -0.56251 3.26873 0.91203  0.083
H -0.20148 0.25648 -1.86166  0.151
H 0.55338 -1.43443 1.40293  0.130
H 2.14912 1.19814 -1.58259  0.111
H -2.75492 1.04636 -1.32764  0.110
H -1.22062 -0.03491 1.93474  0.132
H 2.82264 -2.19328 1.63141  0.085

Values from the calculation:
Strongest force on any atom (hartree/bohr): 0.094
Gap between HOMO and LUMO (eV): 9.73
SMILES: CC1(C)CN(O)C(=[NH2+])[C@@H]1c1ccccc1
HOMO energy (eV): -12.6
Spin multiplicity: 1
Lowest unoccupied orbital energy (eV): -2.84
Total charge: +1
ΔE to the lowest compared entry with this formula, charge and spin (kcal/mol): 92.68



Q: Among the records above, which one has the lowest gap between HOMO and LUMO?
A: number 2